1.
20
Properties=species:S:1:pos:R:3:forces:R:3:lowdin_charge:R:1 method="wB97M-V/def2-TZVPD" lumo_energy_ev=-3.04 homo_lumo_gap_ev=12.70 charge=+1
O 1.642 -1.304 -1.806 -0.408 -0.422 -0.093 -0.054
N -1.175 -0.305 -0.100 0.420 0.370 0.038 0.041
C -0.936 -0.283 1.385 0.002 -0.446 0.568 -0.155
C 0.405 1.540 -0.668 0.645 -0.098 -0.059 -0.066
C -1.001 1.017 -0.791 -0.293 0.435 -0.416 -0.169
C 0.508 -0.607 1.759 0.465 0.956 -0.979 -0.055
H 1.590 -2.000 -2.486 0.129 0.383 0.333 0.069
H -1.537 -1.086 1.802 -0.332 0.070 -0.052 0.127
H 1.087 0.693 -0.756 0.153 0.206 0.037 0.055
H -1.314 0.670 1.763 0.171 -0.150 -0.040 0.139
H -2.103 -0.675 -0.297 0.010 -0.005 -0.022 0.182
H -1.755 1.713 -0.444 -0.145 -0.018 0.446 0.131
H 1.175 0.252 1.667 -0.211 0.149 0.177 0.076
H -1.249 0.849 -1.832 0.076 -0.247 -0.243 0.131
H -0.481 -0.929 -0.524 -0.039 -0.205 -0.113 0.142
H 0.652 2.196 -1.495 -0.216 0.058 -0.232 0.096
H 0.588 -0.967 2.773 -0.099 -0.316 0.152 0.089
H 0.930 -1.305 1.030 -0.175 -0.435 0.398 0.076
H 0.637 2.119 0.223 -0.271 -0.228 0.237 0.090
H 2.338 -1.589 -1.204 0.118 -0.055 -0.137 0.053


2.
20
Properties=species:S:1:pos:R:3:forces:R:3:lowdin_charge:R:1 method="wB97M-V/def2-TZVPD" lumo_energy_ev="-14.14 / -11.97" s2=1.759 homo_lumo_gap_ev="5.36 / 7.84" multiplicity=2 charge=+2
O 0.517 -0.043 0.200 1.057 -0.881 -0.224 0.135
N -1.264 1.642 0.883 -0.565 -2.316 -1.422 0.236
C -1.803 1.248 2.131 -0.100 0.491 0.990 -0.212
C 2.478 -0.878 -3.032 -0.976 -1.355 -0.158 -0.015
C -2.574 -0.099 1.885 1.400 -0.456 -1.231 -0.006
C 2.432 -1.728 -1.875 0.574 0.221 -0.004 -0.013
H 3.527 -0.485 -3.215 -0.093 0.479 -0.033 0.210
H -0.518 0.937 0.428 -0.925 1.947 1.293 0.063
H -1.010 1.067 2.855 -0.018 0.091 0.004 0.134
H -3.013 -0.531 2.777 -0.238 0.448 0.172 0.110
H -2.003 1.794 0.192 0.051 0.975 0.050 0.155
H -1.790 -0.782 1.540 -0.091 -0.323 0.289 0.068
H 1.858 0.035 -2.892 0.624 0.528 0.070 0.157
H -2.484 2.017 2.494 -0.094 -0.005 0.061 0.145
H -3.219 -0.048 1.017 -0.715 0.244 0.292 0.090
H 2.767 -1.322 -0.923 0.049 0.244 0.172 0.113
H 1.318 -1.934 -1.564 -0.029 -0.313 -0.041 0.232
H 1.102 -0.058 0.990 0.010 -0.036 0.025 0.114
H 2.153 -1.434 -3.911 0.338 0.207 -0.246 0.123
H 2.665 -2.794 -2.053 -0.260 -0.189 -0.059 0.162


Maximum force, record by record: 1.4 2.8 eV/Å
Energy relative to the best compared isomer or geometry (same formula, charge and spin), record by record: 48.50 544.93 kJ/mol